7
Properties=species:S:1:pos:R:3:forces:R:3:lowdin_charge:R:1 method="wB97M-V/def2-TZVPD" total_charge=0 gap_ha=0.276 relative_energy_kcal_mol=28.1 homo_energy_ev=-8.563
I 0.6971 3.9398 -0.4147 -0.360 -2.261 1.416 0.6949
S 2.4221 -2.4271 1.5154 -2.054 2.868 -0.455 0.7287
C 0.5211 2.0080 0.6027 0.588 6.248 -1.427 -0.5097
C 0.9701 0.9064 0.6923 0.523 1.548 -0.917 -0.3204
C 0.6207 -0.3880 0.4907 -4.247 -1.306 2.507 -0.2241
C 1.4108 -1.2064 1.1479 1.932 -4.919 -0.039 -0.6055
H -0.6556 -0.2026 0.7130 3.618 -2.179 -1.086 0.2361